Formula: C11H12N2PPd
Source: the OMol25 dataset
Level of theory: the ωB97M-V functional and the def2-TZVPD basis

The calculation puts the calculated total energy at -27347.088 eV. As for the total charge: -1. As for the multiplicity: 3. For the relative energy (zero: lowest compared OMol25 entry of this formula, charge and spin), the calculation gives 0.4 kcal/mol.

```
27
Properties=species:S:1:pos:R:3:forces:R:3
C 0.370404 0.786052 -2.823240 0.08 -0.72 -2.10
C 0.129769 0.017426 -3.933045 0.26 1.18 -0.56
C -0.195053 -1.346192 -3.939683 -0.03 -0.24 -0.64
C -0.293770 -2.192167 -2.819794 -0.21 -1.05 0.40
C -0.141912 -1.799411 -1.524460 0.01 -1.15 -0.96
Pd 0.108667 0.039125 -1.106883 0.22 2.93 3.75
P 0.211040 2.294777 -0.465519 -0.04 -0.17 0.52
H 0.665296 1.852772 -2.957664 -0.23 -0.95 -0.26
H 0.209907 0.522439 -4.904714 -0.05 -0.32 0.02
H -0.351743 -1.804466 -4.921889 0.04 0.11 0.27
H -0.219714 -2.530907 -0.697142 0.01 0.27 -0.54
H -0.505430 -3.249884 -3.022307 0.02 0.19 -0.14
H -0.919842 2.754124 0.263780 0.41 0.11 -0.03
H 0.334566 3.348955 -1.401767 0.00 -0.01 0.24
H 1.265861 2.632711 0.427312 -0.36 0.23 -0.09
N 2.891175 0.056080 4.779160 -1.08 -0.08 -0.70
C 1.942149 -0.022909 4.097710 0.32 -0.05 -0.05
C 0.773482 -0.106746 3.254132 3.10 -0.12 -0.24
C -0.513184 -0.052140 3.801300 -2.45 0.18 1.18
C -1.605434 -0.104969 2.948062 0.63 0.01 -0.39
C -1.382474 -0.193529 1.567525 -2.56 0.18 1.30
N -0.145501 -0.189489 1.065122 3.09 -0.76 -1.15
C 0.928079 -0.204559 1.864924 -1.20 0.31 0.12
H -0.634332 0.038302 4.882261 -0.03 -0.04 -0.35
H -2.626919 -0.063100 3.309406 0.09 -0.05 0.10
H -2.210203 -0.233080 0.857419 0.28 -0.01 0.20
H 1.915122 -0.249203 1.399990 -0.31 0.04 0.08
```
Forces are in eV/Å.

Results of the Löwdin charge analysis, in e, for atoms 1 through 5:
1 C -0.35
2 C -0.28
3 C -0.18
4 C -0.29
5 C -0.25